# C26H38GeN5ORhSeSi

C26H38GeN5ORhSeSi as an isolated structure in a non-equilibrium geometry (ωB97M-V with the def2-TZVPD basis set, the Open Molecules 2025 dataset).

Each line ends with the Mulliken charge.
CARTESIAN COORDINATES (ANGSTROEM)
C  0.936  2.649  -0.286  -0.589
N  3.817  -0.277  1.609  -0.093
H  -3.557  -2.859  -1.983  0.629
H  -1.751  -5.626  0.717  0.317
H  -1.491  0.416  3.649  0.531
H  1.849  -3.498  -0.545  0.484
N  1.956  -0.346  0.452  0.779
H  -0.817  4.382  0.222  0.519
H  2.364  -7.121  0.595  0.378
Se  -0.142  -2.711  0.720  0.972
H  -1.905  -2.274  -1.858  0.301
H  0.356  0.691  5.674  0.440
H  3.947  4.959  -0.685  0.461
H  -0.571  -6.538  1.685  0.351
C  -1.613  3.670  0.373  -0.704
Rh  -0.144  -0.277  0.361  0.192
H  -0.856  -4.577  -2.300  0.223
C  2.038  -6.941  -0.429  -1.179
C  4.163  -0.521  0.303  -0.618
H  2.796  4.082  -2.685  0.467
C  2.476  -0.178  1.661  0.016
H  3.131  4.385  1.570  0.474
C  -2.421  1.342  0.358  0.353
H  -0.838  -4.155  2.627  0.412
C  -2.778  -2.575  -1.275  -0.983
H  -5.143  0.583  -1.068  0.437
C  2.452  3.809  -1.697  -0.805
H  -1.314  -7.268  0.271  0.400
H  -4.880  3.506  1.279  0.450
H  -3.070  5.141  0.892  0.435
C  1.547  3.137  0.853  0.405
H  1.741  -7.896  -0.861  0.382
H  5.186  -0.636  -0.002  0.476
H  -4.658  -2.676  1.287  0.390
H  -4.816  -1.019  1.846  0.385
C  1.353  2.971  -1.561  -0.097
C  -4.124  -1.733  1.400  -0.825
C  -3.689  1.821  0.767  -0.166
H  0.514  -3.108  3.146  0.431
H  4.468  -0.188  2.373  0.192
C  -0.416  -3.155  2.583  -1.185
Si  -3.455  -1.168  -0.252  -0.465
C  -0.924  -6.334  0.674  -1.144
C  1.251  -3.981  0.229  -1.309
C  -0.419  0.344  3.616  -0.763
N  -2.110  0.028  0.125  0.150
O  -0.174  1.781  -0.164  -0.072
N  1.726  0.317  4.067  -0.070
H  1.892  -4.113  1.102  0.494
H  0.829  2.579  -2.421  0.510
H  -3.315  -1.898  2.112  0.144
C  -2.883  4.087  0.747  -0.737
H  0.736  -5.042  -2.925  0.362
H  -5.521  -1.069  -1.516  0.405
H  2.598  0.362  4.570  0.198
H  -2.512  -3.455  -0.695  0.088
C  -1.399  2.320  0.200  0.975
H  2.881  -6.561  -1.004  0.381
H  1.145  2.903  1.831  0.620
H  -0.524  -6.255  -2.722  0.394
Ge  0.526  -5.715  -0.478  0.541
C  3.096  4.302  -0.573  -0.577
N  0.257  0.096  2.454  1.213
H  -4.254  -0.202  -2.362  0.341
H  -4.479  1.119  0.971  0.460
C  1.548  0.077  2.752  -0.170
C  -0.092  -5.353  -2.290  -0.967
C  -3.908  3.163  0.958  -1.102
H  2.853  -0.722  -1.456  0.552
C  -4.704  -0.357  -1.381  -1.137
C  2.999  -0.567  -0.403  -0.948
C  2.643  3.973  0.698  -1.127
C  0.484  0.486  4.627  -0.942
H  -1.127  -2.433  2.976  0.266

The charge is +2. The calculation puts the frontier orbital gap (spin up / spin down) at 5.6 / 5.6 eV. As for the HOMO energy (spin up / spin down): -12.9324 / -12.9322 eV.


# C26H39GaIN2O5SSi

C26H39GaIN2O5SSi as an isolated structure (ωB97M-V with the def2-TZVPD basis set, the Open Molecules 2025 dataset).

Each line ends with the Mulliken charge.
CARTESIAN COORDINATES (ANGSTROEM)
H  0.740  -2.328  2.222  0.062
C  1.857  -3.994  -1.196  1.652
H  -5.072  5.249  1.008  0.417
H  2.983  -1.660  1.222  0.240
H  -4.847  -2.412  4.928  0.407
H  0.290  3.011  -2.476  0.094
H  1.567  1.258  3.124  0.544
H  1.268  0.881  -3.538  0.153
C  -2.928  5.162  -0.371  -1.026
I  -2.238  -2.594  0.513  0.232
C  3.351  -4.050  -0.920  -1.442
H  3.442  2.381  -2.395  0.562
H  3.295  -0.504  2.526  0.570
H  1.925  -4.825  -3.183  0.586
H  -4.745  0.066  5.144  0.405
C  -3.138  1.746  0.993  -1.004
C  -3.425  4.094  0.318  0.852
C  0.164  3.983  -2.000  -0.958
C  1.576  -3.916  -2.692  -1.455
C  -4.695  4.232  1.117  -1.028
N  -1.791  5.118  -1.109  -0.642
C  -1.489  2.855  -0.447  0.430
C  1.115  1.106  2.143  -1.504
O  1.331  -2.811  -0.531  -0.061
H  1.328  -5.209  0.503  0.304
H  3.833  -3.134  -1.269  0.109
C  0.653  -1.315  2.616  -1.410
H  2.170  1.774  -1.322  -0.103
N  -2.579  0.570  1.132  0.060
H  -3.642  1.404  3.431  0.607
O  -0.736  1.788  -0.473  -0.119
H  -0.407  -1.068  2.729  0.293
C  -2.680  2.886  0.270  0.367
H  3.799  -4.899  -1.441  0.490
C  1.339  -0.325  1.693  1.807
H  3.294  0.047  0.844  0.163
Ga  -1.184  0.006  -0.235  0.520
C  -3.177  -0.256  2.147  -0.043
H  5.088  -0.390  -2.025  0.330
H  4.425  -1.159  -3.481  0.368
H  1.559  1.807  1.435  0.282
H  2.100  -3.067  -3.143  0.145
C  3.154  1.552  -1.746  -1.105
H  -4.087  1.883  1.501  1.212
H  0.505  -3.811  -2.881  0.333
H  4.985  0.522  -3.543  0.476
H  3.538  -4.164  0.150  0.319
H  2.744  1.036  -4.506  0.527
H  -3.778  -3.499  2.980  0.445
H  -3.447  6.114  -0.356  0.366
C  -3.782  -2.421  3.071  -0.622
C  2.224  0.413  -3.777  -1.541
O  0.690  -0.445  0.360  0.692
O  2.564  -0.769  -1.670  -0.113
S  -0.572  -0.907  -2.175  -0.600
H  1.473  -6.107  -1.019  0.423
C  2.819  -0.632  1.552  -1.394
C  -3.189  -1.641  2.091  0.458
O  -5.684  3.267  0.769  -0.513
H  -4.496  4.081  2.178  0.331
H  2.027  -0.559  -4.236  0.296
C  4.486  -0.223  -2.920  -1.826
H  1.047  4.163  -1.379  0.281
H  -6.072  3.506  -0.079  0.335
C  -4.327  -0.428  4.275  -0.934
H  0.047  1.326  2.222  0.181
H  0.057  -5.082  -0.731  0.326
H  3.883  1.481  -0.936  0.303
H  1.113  -1.278  3.605  0.510
H  0.111  4.766  -2.753  0.442
C  -1.082  4.018  -1.165  0.349
C  3.097  0.257  -2.542  1.799
C  -4.375  -1.810  4.163  -0.622
Si  1.192  -1.282  -1.034  -0.633
C  1.134  -5.171  -0.571  -1.616
C  -3.722  0.333  3.291  -0.143

The charge is +1. The calculation puts the frontier orbital gap at 7.4 eV. As for the HOMO energy: -11.2886 eV.


# C26H39IN4O2S

C26H39IN4O2S as an isolated structure in a non-equilibrium geometry (ωB97M-V with the def2-TZVPD basis set, the Open Molecules 2025 dataset).

Each line ends with the Mulliken charge.
CARTESIAN COORDINATES (ANGSTROEM)
C  -0.691  1.805  7.911  1.867
H  -0.965  -1.080  5.970  0.387
C  1.893  -2.482  -5.087  -1.494
C  -0.372  0.967  5.517  1.732
H  2.979  -2.378  -5.114  0.422
H  -2.172  3.353  8.072  0.346
C  -1.049  -0.373  -6.465  -0.477
H  -0.984  0.574  -5.921  0.296
H  -0.694  3.864  7.282  0.409
C  1.463  -0.209  -9.409  -1.907
C  1.436  1.368  -7.516  -1.824
H  2.406  1.362  -7.020  0.314
C  -1.410  3.039  7.355  -1.318
H  1.529  2.026  -8.380  0.489
O  1.321  1.834  6.798  -0.603
C  -1.396  -0.182  5.525  -1.751
C  -1.433  -3.998  0.205  -0.982
C  -0.698  -2.759  0.187  0.316
S  0.522  1.695  0.942  0.228
N  -0.727  0.736  1.249  -0.575
H  2.650  0.130  -4.879  0.380
C  -1.953  -5.068  0.357  0.067
C  -1.209  -1.638  0.774  -0.723
H  1.593  -2.568  -4.042  0.192
C  0.591  -2.774  -0.451  -0.372
H  -2.383  -6.022  0.548  0.454
C  0.141  2.221  9.121  -1.908
I  3.252  -1.710  -1.407  0.186
C  1.209  -1.275  -5.718  1.694
H  -2.182  -1.645  1.243  0.528
H  -1.354  -0.253  8.279  0.316
C  1.581  -0.079  -4.823  -1.601
H  1.135  -1.152  -9.843  0.372
H  1.027  0.596  -10.001  0.468
H  -0.543  -2.441  -6.173  0.384
H  1.245  -0.362  4.935  0.487
H  -1.898  0.890  9.486  0.490
C  -2.044  2.827  5.980  -0.598
H  0.926  -3.705  -0.887  0.525
H  -0.259  2.992  4.796  0.440
C  1.376  -1.668  -0.491  -0.778
H  -2.922  2.180  6.057  0.289
C  -0.503  -0.215  -7.884  -1.314
C  0.730  0.526  4.563  -1.671
H  0.712  1.834  -6.848  0.323
H  -1.514  2.030  4.039  0.314
H  1.346  -0.316  -3.785  0.273
H  -2.317  0.051  6.053  0.297
C  -1.033  2.243  4.996  -1.122
H  0.707  1.377  9.518  0.448
C  -0.407  -0.466  0.743  0.500
C  1.020  -0.056  -7.957  1.867
H  -2.408  3.784  5.600  0.424
O  1.776  -2.216  -7.732  -0.604
H  1.629  -3.416  -5.579  0.378
H  -0.526  2.584  9.903  0.470
H  0.291  0.281  3.597  0.211
H  -0.656  -1.530  -4.680  0.404
N  0.199  1.196  6.876  0.450
H  -2.688  0.852  7.928  0.323
C  -1.718  0.764  8.419  -1.823
H  1.041  0.834  -5.058  0.257
H  -2.112  -0.619  -6.513  0.403
C  0.877  -0.480  0.121  1.210
N  1.517  0.697  0.173  -0.610
H  -1.678  -0.419  4.498  0.341
H  -0.969  0.647  -8.368  0.348
C  -0.306  -1.476  -5.714  -1.313
N  1.702  -1.083  -7.113  0.434
H  -0.797  -1.094  -8.467  0.407
H  2.549  -0.150  -9.497  0.447
H  1.473  1.305  4.397  0.392
H  0.839  3.022  8.885  0.368

The charge is 0. Its expectation value of S² is 2.008. The multiplicity is 3. The calculation puts the frontier orbital gap (spin up / spin down) at 7.2 / 7.9 eV. As for the HOMO energy (spin up / spin down): -8.3246 / -9.0165 eV.


no.,M (g/mol)
1,719.2
2,716.4
3,598.6